Entry 1:
C5H8O | ωB97M-V/def2-TZVPD

Results
Frontier orbital gap   9.028 eV
E_HOMO   -8.407 eV

The geometry in ORCA input format:
```
! wB97M-V def2-TZVPD RIJCOSX def2/J DEFGRID3
* xyz 0 1
C -1.15971 -0.80048 -0.46997
C -0.14868 0.19258 0.05726
C 0.31755 1.20914 -0.95633
O 1.22716 -0.67465 0.41298
C -0.33080 0.66464 1.44766
C 0.70577 -0.00619 1.86138
H -1.38435 -1.56359 0.28243
H -2.09087 -0.26515 -0.67896
H -0.81961 -1.27225 -1.39966
H 1.13229 1.80864 -0.54329
H -0.51735 1.87931 -1.18408
H 0.64740 0.72835 -1.88330
H 1.02237 -1.62687 0.40826
H 1.39884 -0.27348 2.64563
*
```

---

Entry 2:
C5H8O | ωB97M-V/def2-TZVPD

Results
Frontier orbital gap   10.565 eV
E_HOMO   -9.624 eV

The geometry in ORCA input format:
```
! wB97M-V def2-TZVPD RIJCOSX def2/J DEFGRID3
* xyz 0 1
C 1.00418 0.60933 0.86690
C 0.25459 0.40357 -0.44757
C -0.30161 -0.98124 -0.67427
C -0.44060 -1.92086 0.25458
C -0.85889 1.43337 -0.60808
O -1.81994 1.29590 -1.32337
H 0.37338 0.38220 1.73289
H 1.88935 -0.03176 0.91235
H 1.33606 1.64955 0.96038
H 0.95239 0.62795 -1.27198
H -0.64481 -1.17728 -1.68797
H -0.13634 -1.77418 1.28821
H -0.88461 -2.88217 0.01219
H -0.72316 2.36561 -0.01426
*
```

---

Entry 3:
C5H8O | ωB97M-V/def2-TZVPD

Results
Frontier orbital gap   10.319 eV
E_HOMO   -9.338 eV

The geometry in ORCA input format:
```
! wB97M-V def2-TZVPD RIJCOSX def2/J DEFGRID3
* xyz 0 1
C -2.13587 -0.81428 -0.65606
C -0.82611 -0.24248 -1.08627
C -0.03772 0.65737 -0.57145
C 1.06777 1.18003 -0.11232
C 1.85068 0.32487 0.86808
O 1.02570 -0.26888 1.85180
H -1.91233 -1.68813 -0.03300
H -2.76010 -0.13423 -0.07574
H -2.68908 -1.16086 -1.53130
H -0.33803 -0.75492 -1.91090
H 1.45527 2.12928 -0.46086
H 2.31019 -0.51280 0.32722
H 2.65569 0.91471 1.32523
H 0.33394 0.37034 2.06557
*
```

---

Entry 4:
C5H8O | ωB97M-V/def2-TZVPD

Results
Frontier orbital gap   10.831 eV
E_HOMO   -9.916 eV

The geometry in ORCA input format:
```
! wB97M-V def2-TZVPD RIJCOSX def2/J DEFGRID3
* xyz 0 1
C 0.68263 -0.96125 1.37449
C 0.06797 0.31319 0.83300
O 1.14420 1.09213 0.35125
C -0.95585 -0.08121 -0.26022
C -0.76618 0.64430 -1.51097
C -0.35391 0.68543 -2.64037
H 1.25903 -1.42413 0.56448
H 1.35217 -0.75875 2.21225
H -0.10513 -1.65559 1.68239
H -0.46391 0.86370 1.62235
H 0.78752 1.84494 -0.13908
H -0.75589 -1.10284 -0.59456
H -1.98624 -0.06493 0.09979
H 0.09360 0.60501 -3.59481
*
```

---

Entry 5:
C5H8O | ωB97M-V/def2-TZVPD

Results
Frontier orbital gap   9.095 eV
E_HOMO   -8.256 eV

The geometry in ORCA input format:
```
! wB97M-V def2-TZVPD RIJCOSX def2/J DEFGRID3
* xyz 0 1
C -2.67783 -0.36790 0.11512
C -1.51041 0.27035 0.13814
C -0.21625 -0.42130 0.21986
C 0.89768 0.15253 -0.27107
O 0.97547 1.49051 -0.60570
C 2.27728 -0.39865 -0.21946
H -2.75232 -1.30149 0.65524
H -3.59724 0.14617 -0.12355
H -1.52579 1.27678 -0.28306
H -0.05954 -1.07550 1.07349
H 0.22175 1.92691 -0.18474
H 2.82377 -0.50646 -1.15519
H 2.30224 -1.41996 0.17401
H 2.84117 0.22799 0.46692
*
```

---

Entry 6:
C5H8O | ωB97M-V/def2-TZVPD

Results
Frontier orbital gap   9.653 eV
E_HOMO   -8.492 eV

The geometry in ORCA input format:
```
! wB97M-V def2-TZVPD RIJCOSX def2/J DEFGRID3
* xyz 0 1
C 2.02018 -1.05207 -0.40414
C -2.82184 -0.22307 0.30919
C -1.76017 0.56909 0.37168
O -0.49894 0.05993 0.44747
C 0.54221 0.89264 0.13102
C 1.72035 0.40871 -0.24586
H 2.34932 -1.27730 -1.42540
H 1.13420 -1.65368 -0.18773
H -3.81796 0.20084 0.27847
H -2.70899 -1.30221 0.28767
H -1.82380 1.65808 0.38262
H 0.33471 1.95807 0.23149
H 2.50874 1.12861 -0.44996
H 2.82199 -1.36766 0.27347
*
```

---

ΔE to the lowest compared entry with this formula, charge and spin (computed, kJ/mol): 453.6 109.7 231.4 246.3 193.7 164.1